This record from the OMol25 dataset describes a gas-phase ion, C2H4NO (charge +1) at a distorted geometry. The level of theory is wB97M-V/def2-TZVPD.

Results
* E_tot: -5662.952 eV
* relative energy (zero: lowest compared OMol25 entry of this formula, charge and spin): 9.5 kcal per mole
* multiplicity: 3
* <S²>: 2.012
* orbital gap (spin up / spin down): 10.30 / 9.63 eV
* total charge: +1
* LUMO energy (spin up / spin down): -5.3 / -9.7 eV

Each atom is followed by the atoms it is bonded to, with distances in Å.
CARTESIAN COORDINATES (ANGSTROEM)
1 C -0.3854 0.4305 0.2508  C2 1.508, N3 1.237, H5 1.111
2 C 0.8737 -0.1684 -0.3231  C1 1.508, H6 1.102, H7 1.080, H8 1.059
3 N -1.5436 0.0123 0.1340  C1 1.237, O4 1.142
4 O -2.5948 -0.4274 0.2109  N3 1.142
5 H -0.0324 1.2489 0.9147  C1 1.111
6 H 1.6703 0.4725 -0.7333  C2 1.102
7 H 1.2503 -0.6239 0.5806  C2 1.080
8 H 0.7620 -0.9446 -1.0347  C2 1.059

***

This record from the OMol25 dataset describes 2 unconnected molecules or ions with the total composition C26H28N3O at a distorted geometry. The level of theory is wB97M-V/def2-TZVPD.

Results
* E_tot: -33927.089 eV
* relative energy (zero: lowest compared OMol25 entry of this formula, charge and spin): 30.5 kcal per mole
* orbital gap: 5.49 eV
* total charge: +1
* LUMO energy: -4.6 eV

Each atom is followed by the atoms it is bonded to, with distances in Å.
CARTESIAN COORDINATES (ANGSTROEM)
1 C 2.3663 0.9828 6.3334  O2 1.408, H20 1.090, H21 1.091, H22 1.091
2 O 2.6638 -0.3140 5.8739  C1 1.408, C3 1.394
3 C 2.5288 -0.4862 4.4972  O2 1.394, C4 1.404, C19 1.405
4 C 2.1830 0.5370 3.5996  C3 1.404, C5 1.367, H23 1.075
5 C 2.1182 0.3018 2.2548  C4 1.367, C6 1.414, H24 1.076
6 C 2.3747 -0.9828 1.7210  C5 1.414, C7 1.420, C18 1.413
7 C 2.4176 -1.2170 0.3211  C6 1.420, C8 1.413, H25 1.074
8 C 2.8452 -0.2592 -0.6263  C7 1.413, C9 1.445, C17 1.398
9 C 2.8290 -0.3883 -2.0656  C8 1.445, C10 1.399, C14 1.408
10 C 2.2495 -1.3276 -2.9259  C9 1.399, C11 1.375, H26 1.077
11 C 2.4268 -1.1756 -4.2809  C10 1.375, C12 1.399, H27 1.078
12 C 3.1750 -0.1120 -4.7961  C11 1.399, C13 1.375, H28 1.077
13 C 3.7476 0.8219 -3.9653  C12 1.375, C14 1.396, H29 1.074
14 C 3.5640 0.6934 -2.5875  C9 1.408, C13 1.396, N15 1.405
15 N 3.9995 1.4769 -1.5062  C14 1.405, C16 1.459, C17 1.365
16 C 4.8767 2.6402 -1.5756  N15 1.459, H30 1.088, H31 1.088, H32 1.089
17 C 3.5615 0.9076 -0.3449  C8 1.398, N15 1.365, H33 1.074
18 C 2.6416 -2.0257 2.6358  C6 1.413, C19 1.367, H34 1.076
19 C 2.7470 -1.7721 3.9749  C3 1.405, C18 1.367, H35 1.076
20 H 2.5100 1.0123 7.4137  C1 1.090
21 H 3.0377 1.7065 5.8694  C1 1.091
22 H 1.3257 1.2227 6.1109  C1 1.091
23 H 1.9593 1.5196 3.9752  C4 1.075
24 H 1.8212 1.0940 1.5894  C5 1.076
25 H 2.2629 -2.2205 -0.0293  C7 1.074
26 H 1.6616 -2.1371 -2.5275  C10 1.077
27 H 1.9843 -1.8862 -4.9600  C11 1.078
28 H 3.3016 -0.0208 -5.8621  C12 1.077
29 H 4.3320 1.6350 -4.3547  C13 1.074
30 H 5.1169 2.8852 -2.6076  C16 1.088
31 H 4.3875 3.4952 -1.1125  C16 1.088
32 H 5.8014 2.4306 -1.0407  C16 1.089
33 H 3.8388 1.2608 0.6311  C17 1.074
34 H 2.8305 -3.0140 2.2542  C18 1.076
35 H 3.0227 -2.5525 4.6619  C19 1.076
36 C -7.0198 0.5674 -1.7027  C37 1.549, C46 1.540, H47 1.098, H48 1.097
37 C -7.3137 -0.2263 -0.4051  C36 1.549, C38 1.541, H49 1.097, H50 1.097
38 C -5.9459 -0.6332 0.1753  C37 1.541, N39 1.484, H51 1.095, H52 1.093
39 N -4.9039 0.1118 -0.5736  C38 1.484, C40 1.436, C46 1.486
40 C -3.5147 -0.2401 -0.4885  N39 1.436, C41 1.390, C45 1.389
41 C -3.0381 -1.4962 -0.8449  C40 1.390, C42 1.373, H53 1.075
42 C -1.6903 -1.7477 -0.7753  C41 1.373, N43 1.323, H54 1.079
43 N -0.7815 -0.8709 -0.3814  C42 1.323, C44 1.323
44 C -1.2427 0.3191 -0.0322  N43 1.323, C45 1.372, H55 1.079
45 C -2.5648 0.6833 -0.0718  C40 1.389, C44 1.372, H56 1.075
46 C -5.4872 0.6112 -1.8456  C36 1.540, N39 1.486, H57 1.094, H58 1.095
47 H -7.4887 0.1014 -2.5787  C36 1.098
48 H -7.4332 1.5819 -1.6442  C36 1.097
49 H -7.8715 0.3895 0.3113  C37 1.097
50 H -7.9415 -1.1049 -0.5997  C37 1.097
51 H -5.8517 -0.3890 1.2384  C38 1.095
52 H -5.7544 -1.7044 0.0687  C38 1.093
53 H -3.7205 -2.2553 -1.1830  C41 1.075
54 H -1.3133 -2.7195 -1.0551  C42 1.079
55 H -0.5083 1.0329 0.3065  C44 1.079
56 H -2.8828 1.6663 0.2259  C45 1.075
57 H -5.1327 -0.0296 -2.6584  C46 1.094
58 H -5.1083 1.6206 -2.0348  C46 1.095

***

This record from the OMol25 dataset describes 2 unconnected molecules or ions with the total composition C3H7NO2. The level of theory is wB97M-V/def2-TZVPD.

Results
* E_tot: -8806.318 eV
* relative energy (zero: lowest compared OMol25 entry of this formula, charge and spin): 97.1 kcal per mole
* orbital gap: 10.65 eV
* SMILES string: C/N=C1\O[C@H]1O.[H][H]
* LUMO energy: 0.8 eV

Each atom is followed by the atoms it is bonded to, with distances in Å.
CARTESIAN COORDINATES (ANGSTROEM)
1 C -0.2697 -2.1254 0.1611  N2 1.437, H7 1.094, H8 1.095, H9 1.095
2 N -0.2503 -0.7647 -0.2998  C1 1.437, C3 1.250
3 C -0.0016 0.1896 0.4688  N2 1.250, O4 1.320, C5 1.424
4 O 0.3616 0.5440 1.6869  C3 1.320, C5 1.658
5 C 0.1695 1.6024 0.4253  C3 1.424, O4 1.658, O6 1.335, H10 1.085
6 O 1.2516 2.1951 -0.0853  C5 1.335, H11 0.969
7 H 0.4466 -2.7016 -0.4327  C1 1.094
8 H -0.0350 -2.2285 1.2253  C1 1.095
9 H -1.2665 -2.5323 -0.0365  C1 1.095
10 H -0.6302 2.3096 0.6211  C5 1.085
11 H 1.8221 1.5271 -0.4949  O6 0.969
12 H -0.7792 0.6201 -1.5752  H13 0.751
13 H -0.8188 1.3645 -1.6639  H12 0.751

***

This record from the OMol25 dataset describes a single C4H8O2 molecule. The level of theory is wB97M-V/def2-TZVPD.

Results
* E_tot: -8372.503 eV
* relative energy (zero: lowest compared OMol25 entry of this formula, charge and spin): 17.9 kcal per mole
* orbital gap: 10.85 eV
* SMILES string: CC(=O)CCO
* LUMO energy: 0.9 eV

Each atom is followed by the atoms it is bonded to, with distances in Å.
CARTESIAN COORDINATES (ANGSTROEM)
1 C -1.3571 1.4923 -0.4519  C2 1.505, H7 1.093, H8 1.096, H9 1.090
2 C -0.8235 0.1409 -0.0579  C1 1.505, O3 1.217, C4 1.519
3 O -1.4031 -0.8869 -0.3544  C2 1.217
4 C 0.5209 0.1167 0.6490  C2 1.519, C5 1.525, H10 1.097, H11 1.100
5 C 1.2243 -1.2162 0.4195  C4 1.525, O6 1.412, H12 1.098, H13 1.094
6 O 1.3662 -1.4769 -0.9610  C5 1.412, H14 0.968
7 H -1.2111 2.2427 0.3299  C1 1.093
8 H -0.7738 1.8176 -1.3213  C1 1.096
9 H -2.4080 1.4279 -0.7357  C1 1.090
10 H 1.1390 0.9456 0.2830  C4 1.097
11 H 0.3483 0.3021 1.7195  C4 1.100
12 H 0.6651 -2.0186 0.9188  C5 1.098
13 H 2.2328 -1.1887 0.8425  C5 1.094
14 H 0.4800 -1.6985 -1.2799  O6 0.968

***

This record from the OMol25 dataset describes a single CH7N2P3 molecule at a distorted geometry. The level of theory is wB97M-V/def2-TZVPD.

Results
* E_tot: -31995.344 eV
* relative energy (zero: lowest compared OMol25 entry of this formula, charge and spin): 7.9 kcal per mole
* orbital gap: 8.59 eV
* SMILES string: CN(P)/P=N\P
* LUMO energy: -0.2 eV

Each atom is followed by the atoms it is bonded to, with distances in Å.
CARTESIAN COORDINATES (ANGSTROEM)
1 C 0.5852 0.8791 0.2073  N2 1.449, H7 1.021, H8 1.087, H9 1.092
2 N 1.0780 -0.4838 0.2196  C1 1.449, P3 1.705, P4 1.790
3 P 2.6375 -0.9576 -0.2824  N2 1.705, H10 1.403, H11 1.504
4 P -0.2229 -1.6983 0.0263  N2 1.790, N5 1.548
5 N -1.6795 -1.1863 -0.0794  P4 1.548, P6 1.630
6 P -2.7432 0.0069 -0.4001  N5 1.630, H12 1.465, H13 1.467
7 H 1.3757 1.5058 0.3668  C1 1.021
8 H -0.0427 1.0234 -0.6683  C1 1.087
9 H -0.1197 0.9110 1.0404  C1 1.092
10 H 3.0940 0.2643 0.2332  P3 1.403
11 H 2.8279 -0.5382 -1.7143  P3 1.504
12 H -2.7830 0.7343 0.8705  P6 1.465
13 H -4.0073 -0.4606 0.1803  P6 1.467

***

This record from the OMol25 dataset describes 3 unconnected molecules or ions with the total composition C17H32Br4Cl3N4 at a distorted geometry. The level of theory is wB97M-V/def2-TZVPD.

Results
* E_tot: -341836.393 eV
* orbital gap: 9.22 eV
* total charge: +1
* LUMO energy: -2.9 eV

Each atom is followed by the atoms it is bonded to, with distances in Å.
CARTESIAN COORDINATES (ANGSTROEM)
1 C 3.2769 0.6415 -0.8246  C2 1.588, H21 1.126, H22 1.140, H23 1.127
2 C 2.5201 0.0842 -2.1052  C1 1.588, C3 1.619, H24 1.138, H25 1.135
3 C 0.9742 0.5556 -2.1969  C2 1.619, Cl4 1.809, C5 1.540, H26 1.138
4 Cl 0.9496 2.1225 -3.1005  C3 1.809
5 C 0.3017 0.4661 -0.8142  C3 1.540, N6 1.420, N19 1.387
6 N 0.2212 -0.8576 -0.3067  C5 1.420, C7 1.420
7 C -0.4672 -0.7565 0.9312  N6 1.420, N8 1.322, N14 1.424
8 N -0.7475 -1.8329 1.6464  C7 1.322, C9 1.472, C10 1.508
9 C -1.4913 -1.9238 2.9132  N8 1.472, H27 1.140, H28 1.133, H29 1.140
10 C -0.2401 -3.1341 1.0786  N8 1.508, C11 1.600, H30 1.139, H31 1.141
11 C -1.1562 -3.6790 -0.1149  C10 1.600, C12 1.595, C13 1.606, H32 1.127
12 C -2.6737 -3.8963 0.3271  C11 1.595, H33 1.129, H34 1.128, H35 1.141
13 C -0.5442 -5.1054 -0.5295  C11 1.606, H36 1.132, H37 1.128, H38 1.135
14 N -0.7896 0.5912 1.2598  C7 1.424, C15 1.455, N19 1.376
15 C -1.4285 1.2779 2.3720  N14 1.455, Cl16 1.854, C17 1.608, H39 1.140
16 Cl -3.2698 1.0715 2.4349  C15 1.854
17 C -0.7314 1.0725 3.8064  C15 1.608, C18 1.611, H40 1.127, H41 1.139
18 C -0.4353 2.4837 4.5245  C17 1.611, H42 1.134, H43 1.138, H44 1.137
19 N -0.3090 1.2515 0.1526  C5 1.387, N14 1.376, Cl20 1.716
20 Cl -0.3772 2.9278 -0.2079  N19 1.716
21 H 2.8716 1.6354 -0.4837  C1 1.126
22 H 4.3684 0.7712 -1.1277  C1 1.140
23 H 3.2769 -0.1631 -0.0348  C1 1.127
24 H 3.0031 0.5007 -3.0481  C2 1.138
25 H 2.5692 -1.0442 -2.2206  C2 1.135
26 H 0.4876 -0.2195 -2.8736  C3 1.138
27 H -1.6902 -3.0242 3.1337  C9 1.140
28 H -2.5272 -1.4661 2.8944  C9 1.133
29 H -0.8782 -1.5819 3.8113  C9 1.140
30 H 0.8586 -3.0649 0.7857  C10 1.139
31 H -0.2567 -3.9636 1.8614  C10 1.141
32 H -1.0383 -3.0066 -1.0109  C11 1.127
33 H -2.7415 -4.7615 1.0487  C12 1.129
34 H -3.1866 -2.9564 0.6805  C12 1.128
35 H -3.2364 -4.2236 -0.6101  C12 1.141
36 H 0.5668 -5.0815 -0.3156  C13 1.132
37 H -0.7435 -5.3121 -1.6201  C13 1.128
38 H -0.9990 -5.8813 0.1621  C13 1.135
39 H -1.3377 2.4053 2.2280  C15 1.140
40 H -1.3397 0.4129 4.4884  C17 1.127
41 H 0.2965 0.6398 3.5771  C17 1.139
42 H -1.3044 2.7968 5.1821  C18 1.134
43 H 0.5158 2.4021 5.1444  C18 1.138
44 H -0.2286 3.3095 3.7710  C18 1.137
45 Br 0.5227 6.2698 1.2429  C46 1.949
46 C 2.4114 6.1566 1.7108  Br45 1.949, C47 1.508, H49 1.089, H50 1.090
47 C 3.0505 4.9261 1.1185  C46 1.508, Br48 1.950, H51 1.090, H52 1.089
48 Br 2.5702 3.3249 2.1233  C47 1.950
49 H 2.4720 6.1921 2.7972  C46 1.089
50 H 2.8608 7.0594 1.2966  C46 1.090
51 H 4.1370 4.9872 1.1853  C47 1.090
52 H 2.7648 4.7490 0.0828  C47 1.089
53 Br -1.7048 -1.7184 -4.0187  C54 1.950
54 C -1.9624 -0.4941 -5.5139  Br53 1.950, C55 1.507, H57 1.089, H58 1.090
55 C -1.1989 -0.9504 -6.7301  C54 1.507, Br56 1.949, H59 1.090, H60 1.089
56 Br 0.7021 -0.5569 -6.5569  C55 1.949
57 H -1.6684 0.4957 -5.1684  C54 1.089
58 H -3.0354 -0.5028 -5.7068  C54 1.090
59 H -1.5239 -0.4029 -7.6150  C55 1.090
60 H -1.2868 -2.0191 -6.9174  C55 1.089